# 1
84
Properties=species:S:1:pos:R:3:forces:R:3 method="wB97M-V/def2-TZVPD" multiplicity=5 gap_ev="2.88 / 3.35" homo_ev="-0.75 / -1.22" energy_ha=-3395.396086 charge=-1
Co -1.478263 -0.798537 -3.265658 -1.163 -0.361 -1.400
Cl -1.604069 1.369521 -3.144407 -0.132 0.622 0.320
P 1.859058 -1.185525 0.604772 -0.889 0.498 -0.654
C 0.936541 0.375134 0.953889 -1.449 -1.895 0.063
H 0.164057 0.416832 0.161611 0.308 -0.123 0.225
H 0.373464 0.174133 1.883131 0.005 -0.301 -0.015
C 1.529997 -1.755159 -1.127320 0.220 -0.101 0.300
C 0.945164 -2.418796 1.646797 0.222 0.100 0.040
C 2.463832 -2.892500 -1.581550 0.149 -0.098 0.074
H 0.503225 -2.172502 -1.056104 0.415 0.242 0.068
C 1.965560 -3.449892 -2.917649 0.112 0.002 -0.007
H 3.487235 -2.503121 -1.699065 -0.232 -0.108 -0.069
H 2.522741 -3.704611 -0.843362 0.015 0.275 -0.223
C 1.951650 -2.361625 -3.992413 -0.216 -0.054 0.003
H 2.605016 -4.284932 -3.223389 -0.061 0.033 -0.011
H 0.947153 -3.846537 -2.778283 0.305 0.097 -0.071
C 1.101439 -1.177677 -3.536141 -0.465 -0.296 0.157
H 2.975292 -2.024376 -4.205064 -0.066 -0.015 0.082
H 1.542034 -2.760652 -4.925971 0.042 0.034 0.049
C 1.516701 -0.627416 -2.174548 0.059 0.117 0.179
H 1.106027 -0.373835 -4.280717 -0.166 -0.191 0.149
H 0.028611 -1.613280 -3.437231 1.896 -0.001 -0.481
H 2.514714 -0.158363 -2.232325 -0.381 -0.095 0.001
H 0.819937 0.167383 -1.874809 0.305 -0.056 -0.060
C 3.642075 -1.006879 1.026226 -0.065 -0.128 0.280
C 1.100662 -2.120277 3.148088 -0.015 -0.066 0.083
H -0.109148 -2.239201 1.357270 0.412 0.115 0.067
C 0.158379 -3.013438 3.964485 0.054 0.013 -0.085
H 2.142488 -2.297889 3.459791 -0.202 -0.019 -0.024
H 0.882432 -1.067158 3.371042 0.074 -0.238 -0.100
C 0.408439 -4.500427 3.703788 0.154 -0.065 -0.033
H 0.285746 -2.790765 5.029849 -0.081 -0.050 -0.096
H -0.879426 -2.764928 3.701686 0.132 -0.007 0.017
C 0.415132 -4.852684 2.212345 -0.272 0.052 -0.043
H 1.371947 -4.788793 4.144287 -0.033 0.087 0.013
H -0.359383 -5.097892 4.210021 0.139 0.047 -0.023
C 1.236055 -3.897161 1.335247 0.196 -0.203 -0.047
H 0.797894 -5.872369 2.071316 -0.087 0.151 0.037
H -0.616462 -4.853722 1.836698 0.302 0.038 0.144
H 2.309239 -4.109786 1.468430 -0.265 0.052 -0.002
H 0.995385 -4.120468 0.285041 -0.011 0.119 0.364
C 4.444669 -0.307352 -0.082664 0.054 0.253 -0.183
H 3.617401 -0.336806 1.907461 0.002 -0.137 -0.231
C 5.860186 0.029680 0.402881 -0.159 -0.158 0.196
H 4.507132 -0.964867 -0.963995 -0.008 0.131 0.257
H 3.937474 0.610065 -0.405508 0.017 -0.219 0.103
C 6.607843 -1.200357 0.933841 -0.055 -0.023 -0.157
H 6.420800 0.485256 -0.421131 -0.061 -0.021 0.161
H 5.783819 0.782163 1.199557 0.004 -0.048 -0.115
C 5.778340 -2.026556 1.923916 -0.149 0.132 0.003
H 6.897023 -1.836649 0.087284 -0.060 0.027 0.047
H 7.536266 -0.879349 1.417641 -0.026 -0.094 -0.062
C 4.346685 -2.310270 1.441801 -0.002 -0.165 -0.070
H 6.276960 -2.980766 2.126350 -0.007 0.120 0.039
H 5.717675 -1.486499 2.877957 -0.002 -0.039 -0.061
H 4.373172 -3.001899 0.583193 0.002 0.178 0.192
H 3.793252 -2.819001 2.243628 0.189 0.128 -0.214
C 1.960454 2.267871 -0.408516 1.917 -1.417 3.134
C 1.633418 1.666795 1.038410 1.735 2.647 -2.404
H 2.944274 2.083736 -0.839174 -0.156 0.197 0.225
C 0.750360 2.684116 1.783924 0.081 -0.233 0.068
H 2.598692 1.562113 1.562919 -0.283 0.030 0.100
C -0.484869 3.053713 0.960588 0.038 0.225 -0.044
H 0.435695 2.274589 2.750911 -0.103 0.012 0.178
H 1.349373 3.582781 1.972217 -0.058 -0.157 -0.063
C -0.116783 3.764430 -0.339994 0.688 -0.013 -0.374
H -1.068335 2.152953 0.733373 -0.033 0.041 0.044
H -1.130450 3.715872 1.551701 -0.039 -0.168 -0.004
C 0.983737 3.020408 -1.157260 -1.457 0.215 -1.233
H -1.005824 3.883288 -0.970489 0.063 0.022 0.102
H 0.257428 4.771594 -0.104194 -0.053 -0.099 0.134
H 0.452916 2.358305 -1.876236 -0.268 0.469 -0.018
H 1.514964 3.757546 -1.785628 -0.331 -0.071 0.028
C -2.243781 -3.909439 0.266285 -0.112 0.212 0.092
C -2.342866 -2.527860 0.469752 -0.144 0.311 -0.333
C -2.072797 -1.643175 -0.596491 -0.388 -1.276 0.831
C -1.719853 -2.166061 -1.841960 0.306 0.980 -0.204
C -1.551028 -3.534783 -2.038557 -0.583 -0.500 1.405
C -1.824438 -4.411814 -0.967744 0.169 0.166 -0.612
H -2.513904 -4.596890 1.074212 0.084 0.231 -0.294
H -2.654389 -2.139650 1.445745 0.061 -0.141 -0.243
H -2.174599 -0.563017 -0.471548 0.014 -0.218 0.103
H -1.255376 -3.918956 -3.016727 -0.114 0.031 0.158
H -1.729154 -5.491924 -1.105342 -0.036 0.214 0.048

---

# 2
145
Properties=species:S:1:pos:R:3:forces:R:3 method="wB97M-V/def2-TZVPD" multiplicity=2 gap_ev="7.44 / 2.71" homo_ev="-10.94 / -10.94" energy_ha=-7413.325300 charge=+1
O -6.687431 -3.219630 -4.351529 0.800 -2.220 0.585
S -6.468771 -4.374710 -3.467929 -1.175 -0.624 1.529
O -6.879891 -5.767680 -3.766339 1.339 3.087 -0.157
O -4.884391 -4.350810 -2.887839 -1.875 -0.223 -0.556
C -3.922561 -3.904200 -3.827669 0.690 -0.032 -0.975
C -3.673481 -2.411600 -3.770329 -0.236 0.005 0.912
C -7.247311 -3.892480 -1.889749 0.432 0.268 -1.684
H -4.187561 -4.311940 -4.803179 -0.066 0.412 -0.280
H -2.962491 -4.375310 -3.616899 -0.158 -0.378 0.492
H -2.721281 -2.170590 -4.242899 -0.257 0.175 -0.454
H -3.518001 -2.181850 -2.716219 0.096 0.016 0.252
H -4.524591 -1.790720 -4.050019 0.218 -0.126 -0.552
H -8.234901 -3.526920 -2.171039 -0.123 -0.406 -0.031
H -6.663611 -2.998960 -1.668319 -0.030 -0.421 0.772
H -7.271641 -4.732380 -1.195429 0.265 0.442 0.023
O -2.350291 -2.763530 8.402591 0.713 2.312 -1.883
S -2.094051 -1.496380 7.687231 -1.615 -2.396 0.158
O -1.383511 -0.474100 8.410451 -0.286 -0.131 -1.280
O -1.306471 -1.755070 6.221691 -0.593 0.558 2.312
C -1.718571 -2.915640 5.482761 -0.415 -0.277 -0.412
C -0.765461 -3.117180 4.348861 0.630 0.290 -0.102
C -3.771531 -0.931190 7.022431 1.405 -0.440 0.211
H -2.716671 -2.744100 5.079681 -0.224 -0.075 0.235
H -1.693421 -3.821500 6.088471 -0.252 0.263 0.336
H -0.656131 -2.258560 3.686341 -0.291 0.085 0.055
H -1.111521 -3.963400 3.755351 0.241 -0.152 0.060
H 0.217849 -3.289430 4.786491 0.091 -0.453 -0.291
H -4.249111 -1.778350 6.530151 0.227 -0.198 0.302
H -3.605401 -0.182210 6.248131 0.037 0.279 0.397
H -4.372701 -0.617530 7.875841 0.214 0.159 -0.127
O -0.640711 3.520980 4.547951 0.527 0.014 -1.254
S -0.332191 3.712200 5.921081 -1.332 -0.443 3.040
O 0.980699 3.414490 6.472861 -0.999 0.534 -1.084
O -0.697761 5.185440 6.408221 1.136 -0.858 -0.052
C -1.800151 5.928270 5.857871 0.033 0.226 0.122
C -1.613921 6.246350 4.393351 -0.543 0.244 0.586
C -1.565421 2.809470 6.928211 2.129 0.494 -0.426
H -1.758501 6.850610 6.437231 0.019 -0.144 0.062
H -2.754881 5.455230 6.087711 0.041 -0.242 -0.021
H -2.034481 7.251610 4.367301 0.132 0.044 -0.931
H -2.163591 5.558350 3.751001 0.259 0.190 -0.087
H -0.544391 6.247680 4.183091 -0.193 0.207 -0.278
H -2.557461 3.215150 6.729741 0.151 -0.341 0.122
H -1.137171 3.020130 7.908171 -0.714 0.028 0.290
H -1.376941 1.751370 6.746571 -0.541 -0.027 -0.178
O -5.568901 -3.241060 0.435861 2.664 -0.801 0.909
S -4.288851 -3.641920 1.038051 -0.343 0.105 0.052
O -4.154821 -4.929750 1.726941 -0.041 2.077 -1.179
O -3.117741 -3.508300 -0.145089 -2.696 -0.033 0.817
C -1.799001 -3.916490 0.149931 0.446 0.308 0.453
C -0.928891 -3.336910 -0.922819 0.536 -0.064 -0.446
C -3.743091 -2.248010 2.141831 -0.588 -0.703 -1.705
H -1.709311 -5.002480 0.175971 -0.193 0.004 0.113
H -1.507911 -3.476380 1.103701 0.144 -0.264 0.271
H -1.358811 -3.539090 -1.903839 0.109 -0.184 -0.057
H 0.045399 -3.816410 -0.828269 0.124 0.005 -0.250
H -0.767541 -2.260330 -0.867649 -0.275 -0.088 0.222
H -2.917651 -2.614550 2.752091 -0.406 0.319 0.172
H -4.643651 -1.822250 2.584341 0.150 -0.583 0.586
H -3.429891 -1.484240 1.430031 0.348 -0.165 0.093
O -0.371251 2.361880 -5.918409 -0.550 -0.036 -0.859
S -0.672041 2.012020 -7.294329 1.744 -0.496 -0.517
O -1.416121 2.880770 -8.157409 0.517 -0.473 0.557
O 0.801189 1.776350 -8.023209 -1.506 -0.105 0.420
C 1.783229 1.127330 -7.208669 1.935 -1.088 0.454
C 2.815289 0.289710 -8.084399 -1.344 1.083 -0.335
C -1.401391 0.356590 -7.257129 0.576 1.252 0.580
H 1.379799 0.470320 -6.438169 -0.613 -0.352 -0.388
H 2.270909 1.852910 -6.557669 0.301 0.460 -0.499
H 3.181619 0.878120 -8.925629 -0.060 0.340 0.085
H 2.278889 -0.532870 -8.557409 0.048 -0.201 0.264
H 3.711099 -0.079620 -7.585169 -0.399 0.048 0.531
H -1.404271 -0.174140 -8.209189 -0.096 0.375 0.103
H -2.373551 0.648030 -6.859559 -0.257 -0.626 -0.163
H -0.813271 -0.140430 -6.485659 -0.206 -0.291 -0.142
O 2.258959 -1.221050 -4.369689 0.626 -1.894 -0.524
S 2.520699 -2.519080 -5.006619 0.451 -0.797 0.746
O 1.768729 -2.856980 -6.189489 1.034 0.474 0.624
O 4.119929 -2.698790 -5.312929 -2.416 -0.661 -1.657
C 5.054559 -2.377690 -4.312439 0.205 2.000 1.279
C 6.488099 -2.584850 -4.795689 -0.503 -0.714 0.036
C 2.271989 -3.974800 -3.846959 0.115 0.957 -0.529
H 4.792939 -2.887960 -3.385469 0.368 -0.379 0.023
H 4.838629 -1.330200 -4.102129 0.549 0.178 0.239
H 7.229869 -1.948120 -4.313559 -0.429 0.174 0.156
H 6.530289 -2.424910 -5.873069 0.036 -0.009 0.030
H 6.769089 -3.613830 -4.571319 0.159 -0.052 -0.286
H 2.843279 -4.860660 -4.124429 0.270 0.418 -0.556
H 1.225459 -4.239840 -3.997409 -0.045 0.293 0.486
H 2.581389 -3.706700 -2.836769 -0.487 0.160 -0.026
O -1.139791 -0.806740 1.821921 1.362 0.088 -1.424
S -0.070951 -0.251110 1.011941 1.833 1.626 -0.786
O 1.270799 -0.886300 0.825671 -3.302 1.146 0.684
O -0.676201 0.133580 -0.487179 -1.385 -2.009 3.538
C 0.160679 0.571690 -1.491859 1.521 0.508 -2.024
C -0.462491 0.363380 -2.862199 -0.941 0.424 -0.039
C 0.138469 1.515390 1.585311 0.117 -1.096 -0.258
H 1.069859 -0.028270 -1.531129 0.310 0.234 0.483
H 0.343659 1.632540 -1.320909 0.302 0.109 -0.173
H -0.023901 1.031690 -3.603199 0.508 -0.226 0.019
H -1.503991 0.684060 -2.885219 -0.196 -0.118 0.301
H -0.417931 -0.674250 -3.193019 0.143 0.074 0.016
H -0.819101 1.984850 1.359961 0.255 0.119 -0.226
H 0.993539 1.903040 1.031511 -0.346 0.147 -0.320
H 0.346489 1.657080 2.645861 -0.146 -0.643 0.103
C 1.291259 4.469980 -4.106929 0.477 -0.054 0.265
S -0.414801 4.410790 -3.425159 0.486 -0.355 0.274
O -0.368091 4.078470 -1.943959 0.490 0.582 -0.984
C -0.745471 6.170400 -3.683749 0.083 0.174 0.105
H 1.908819 5.252970 -3.666879 -0.323 0.207 0.308
H 1.314989 4.627310 -5.185249 -0.528 -0.072 -0.010
H 1.820339 3.537370 -3.910949 -0.407 -0.247 0.036
H -1.498771 6.463090 -2.952319 -0.149 -0.072 -0.240
H -1.103831 6.246490 -4.710339 -0.296 -0.007 0.082
H 0.104819 6.847660 -3.603569 0.209 -0.291 0.279
C 3.282739 3.471230 4.312641 -0.389 -1.309 1.561
S 3.903149 2.222960 3.131311 -2.046 0.899 -0.876
O 2.916679 1.066000 2.827681 1.572 2.178 0.513
C 3.984029 3.365110 1.672431 1.066 -0.947 -0.199
H 2.247999 3.732590 4.091051 0.176 0.232 -0.558
H 3.995879 4.281040 4.466701 0.056 -0.011 -0.774
H 3.211359 2.987000 5.286571 0.037 -0.218 -0.021
H 3.040519 3.713490 1.252281 -0.292 -0.604 0.346
H 4.593129 2.781440 0.982191 -0.245 0.261 -0.442
H 4.557789 4.249030 1.950981 0.113 -0.208 0.437
C 1.936519 0.376360 7.508081 -0.123 0.645 -0.411
S 2.747249 0.248510 5.795901 -0.867 -3.192 1.293
O 3.555209 -1.044860 5.708391 0.144 1.898 0.319
C 1.266869 -0.403980 4.973851 -0.484 0.941 -0.674
H 1.436869 -0.527750 7.855981 0.348 -0.274 -0.456
H 1.168849 1.146920 7.437191 -0.108 -0.001 -0.434
H 2.568799 0.773970 8.301951 0.642 -0.330 -0.371
H 1.444449 -0.447190 3.899271 0.427 -0.059 0.052
H 0.405819 0.257060 5.072381 -0.189 -0.109 0.393
H 1.075419 -1.428540 5.292801 0.178 0.435 0.485
C 4.749019 -0.418340 0.443981 0.474 0.711 -0.441
S 5.551359 0.342540 -1.008509 -0.168 -1.306 -1.765
O 6.085539 -0.773010 -1.915749 -1.029 1.664 1.471
C 4.024089 1.057040 -1.753599 -0.181 0.570 -0.122
H 4.699399 0.391420 1.171941 0.033 -0.061 0.092
H 5.518229 -1.117750 0.771471 -0.496 -0.346 0.124
H 3.733089 -0.771620 0.267401 0.301 -0.453 -0.070
H 3.535429 1.693400 -1.015789 0.047 -0.102 0.439
H 3.256189 0.392340 -2.149329 0.397 -0.643 0.221
H 4.238309 1.755670 -2.562379 0.620 -0.209 -0.085

---

# 3
24
Properties=species:S:1:pos:R:3:forces:R:3 method="wB97M-V/def2-TZVPD" gap_ev=11.74 de_lowest_ev=0.375 homo_ev=-18.21 energy_ha=-384.241976 charge=+2
C 2.162214 0.605428 1.358956 1.060 -0.824 0.073
C 0.701933 0.620991 0.999839 -0.775 0.668 1.857
C 0.039529 -0.686178 0.566153 -0.316 -0.571 -1.043
C -0.119044 -0.731657 -0.939326 -0.215 0.729 -0.217
C 0.017566 -1.810478 -1.677677 0.067 -0.267 1.386
N 0.097529 -1.814952 -3.131055 -0.334 -0.219 -1.003
N -0.052050 1.035210 2.304169 0.398 -0.072 -0.042
H 2.480416 -0.326440 1.829678 -0.185 -0.222 -0.164
H 2.776864 0.743186 0.477302 0.040 -0.115 -0.278
H 2.530728 1.354555 2.058293 -0.551 0.492 -0.073
H 0.503720 1.452353 0.343032 -0.291 0.076 -0.426
H -0.962898 -0.828567 0.977769 -0.100 0.488 0.141
H 0.575841 -1.568932 0.907386 0.353 0.078 0.062
H -0.430162 0.200035 -1.400577 0.393 0.263 -0.102
H 0.053289 -2.753021 -1.157896 0.529 -0.523 -0.568
H 0.222964 -2.759591 -3.506143 -0.053 -0.159 0.176
H 0.899521 -1.292996 -3.483018 0.260 0.205 0.142
H -0.714757 -1.437720 -3.632124 -0.214 0.068 0.253
H 0.422107 1.803535 2.775686 0.172 0.225 -0.085
H -0.016522 0.255111 2.966500 -0.305 0.057 -0.021
H -1.014480 1.349682 2.142214 -0.023 -0.222 -0.243
H -2.544031 2.804583 -0.352183 0.515 0.134 -0.081
H -3.142433 1.916354 0.654567 0.512 -0.163 0.001
O -2.266631 2.116907 0.269813 -0.935 -0.123 0.257

---

# 4
41
Properties=species:S:1:pos:R:3:forces:R:3 method="wB97M-V/def2-TZVPD" multiplicity=5 gap_ev="3.39 / 7.45" homo_ev="2.24 / -1.88" energy_ha=-1049.322346 charge=-2
Rh -1.078914 -0.220570 1.193646 5.891 -6.781 0.106
C 2.053027 0.064226 2.210313 -1.295 0.213 -0.837
C 2.466408 -0.425967 0.851713 0.800 0.520 -0.863
C 2.747283 0.629530 0.021494 -0.217 -1.079 0.388
H 2.652730 -1.469913 0.636856 -0.122 0.017 0.030
C 2.358031 1.858534 0.687446 -0.126 0.246 1.837
C 1.953459 1.565570 1.968429 0.719 0.003 -0.966
H 1.435769 2.195441 2.682445 0.304 0.098 -0.073
H 2.784235 -0.338965 2.933125 0.135 0.582 0.203
H 3.177077 0.601852 -0.985007 -0.345 -0.206 0.344
H 2.387232 2.848424 0.229854 -0.184 -0.257 0.095
C -2.936619 0.289761 1.660457 -1.345 1.537 0.957
C -1.938091 1.243451 2.159010 -1.722 2.049 -0.108
C -1.215074 1.739171 0.983403 -1.404 2.328 0.598
H -1.835667 1.579511 3.188108 0.124 -0.166 -0.210
C -1.791577 1.128569 -0.190315 -0.282 1.644 -0.587
C -2.820934 0.244887 0.229242 -2.213 -0.165 -0.855
H -3.497590 -0.321802 -0.430610 0.534 0.284 0.330
H -3.676186 -0.200725 2.288543 0.157 -0.049 -0.245
H -0.469585 2.524407 1.010411 0.005 -0.194 -0.140
H -1.578263 1.437548 -1.212039 0.122 -0.404 0.314
O 0.033942 -2.834672 0.993281 -0.489 -0.317 -0.220
C -0.270504 -0.487357 -3.411814 0.862 -1.499 3.716
C 0.297424 -1.524408 -2.639735 -0.120 -0.113 -1.738
C 0.475297 0.801515 -3.283875 0.365 0.928 -0.318
C -1.785162 -0.468162 -3.419068 -0.058 -0.362 -0.918
C 0.297074 -3.081018 -0.199030 1.580 1.405 1.477
H 1.361296 -1.486930 -2.302696 -0.992 -0.089 -0.426
H -0.201589 -2.519786 -2.665979 0.465 0.778 0.302
H -0.282574 -3.493884 -0.943951 -2.331 -1.211 -1.265
H 1.283515 -2.919265 -0.599135 1.089 0.238 -0.105
H 0.518839 1.318870 -4.257949 0.029 0.237 0.251
H 1.519344 0.617525 -2.956941 -0.544 0.063 -0.259
H 0.040730 1.503557 -2.524539 0.157 -0.466 -0.596
H -2.147633 -0.614089 -4.447832 -0.337 0.232 0.078
H -2.198841 0.472399 -3.023026 0.130 -0.231 -0.142
H -2.183833 -1.302229 -2.817048 0.153 0.375 -0.163
O -0.496344 -0.788671 4.595706 0.357 -0.199 1.591
N 0.503604 -0.203198 4.267693 -2.216 0.756 0.454
O 1.295383 0.444232 4.882663 0.819 0.120 1.983
O 0.763281 -0.407368 2.636753 1.543 -0.866 -4.024

---

Q: Which of these has the lowest charge?
A: C15H20NO4Rh